Entry 1:
Entry from the Open Molecules 2025 dataset: a 2-piece molecular cluster, C4H11NO2 overall in a non-equilibrium geometry (ωB97M-V/def2-TZVPD).

Calculated values
- HOMO-LUMO gap: 8.741 eV
- Net charge: 0
- SMILES: C/C(O)=C/N.CO
- ΔE to the lowest compared entry with this formula, charge and spin: 167.8 kJ/mol
- E_tot: -9910.503 eV
- Highest occupied orbital energy: -7.857 eV

The geometry in XYZ format:
```
18
Properties=species:S:1:pos:R:3:nbo_charge:R:1
C -2.0679 1.1940 -0.2858 -0.642
C -1.1737 0.1502 0.3045 0.195
O -0.7212 0.4568 1.5885 -0.723
C -1.0021 -1.0798 -0.2119 -0.083
N -0.2586 -2.0767 0.4244 -0.848
H -2.5945 0.8125 -1.1563 0.220
H -2.8117 1.5321 0.4347 0.219
H -1.4782 2.0615 -0.5811 0.210
H -0.7082 -0.3568 2.1071 0.487
H -1.4287 -1.3231 -1.1722 0.197
H -0.0320 -2.8537 -0.1776 0.379
H 0.5767 -1.7175 0.8786 0.397
C 2.5444 0.5616 -0.6224 -0.240
O 1.9172 0.0334 0.5169 -0.762
H 2.9811 1.5449 -0.4130 0.160
H 3.3501 -0.1211 -0.8976 0.177
H 1.8442 0.6505 -1.4629 0.161
H 1.0631 0.5311 0.7261 0.495
```



Entry 2:
Entry from the Open Molecules 2025 dataset: a 4-piece molecular cluster, C24H30F24N2O5S2 overall in a non-equilibrium geometry (ωB97M-V/def2-TZVPD).

Calculated values
- HOMO-LUMO gap: 7.995 eV
- Net charge: 0
- SMILES: FC(F)C(F)(F)COC(F)(F)C(F)F.FC(F)C(F)(F)COC(F)(F)C(F)F.FC(F)C(F)(F)COC(F)(F)C(F)F.CCN(CC)C(=S)SCCCNC(=O)O
- E_tot: -125481.093 eV
- Highest occupied orbital energy: -8.473 eV

The geometry in XYZ format:
```
87
Properties=species:S:1:pos:R:3:lowdin_charge:R:1
F 2.5641 -2.2067 4.6119 0.098
C 2.6551 -0.9629 4.1045 -0.299
F 2.6787 -0.0948 5.1499 0.090
C 1.4664 -0.6358 3.2021 -0.440
F 0.3174 -0.6352 3.9075 0.138
F 1.6484 0.6425 2.7555 0.090
C 1.3001 -1.5235 1.9587 -0.051
O 0.3716 -2.5847 2.0585 0.048
C 0.7943 -3.7792 2.6131 -0.529
F 2.1322 -3.7769 2.7889 0.137
F 0.5250 -4.7400 1.7087 0.146
C 0.0461 -4.0954 3.9092 -0.286
F 0.2396 -3.1127 4.8217 0.089
F 0.5164 -5.2441 4.4441 0.106
H 3.5978 -0.8643 3.5568 0.172
H 0.8857 -0.8769 1.1865 0.149
H 2.2599 -1.8593 1.5662 0.147
H -1.0209 -4.1993 3.7283 0.147
F 5.7588 3.6451 2.9359 0.097
C 5.2476 2.4370 2.6272 -0.297
F 6.2896 1.5848 2.4503 0.093
C 4.4156 2.4921 1.3473 -0.441
F 5.1879 2.8207 0.2897 0.134
F 3.9573 1.2280 1.1150 0.093
C 3.1848 3.4110 1.3840 -0.050
O 3.3423 4.6988 0.8193 0.049
C 3.8709 5.7009 1.6061 -0.531
F 3.9664 5.3036 2.8896 0.142
F 2.9882 6.7241 1.5773 0.148
C 5.2038 6.2043 1.0593 -0.275
F 6.1084 5.2009 1.0003 0.096
F 5.7085 7.1569 1.8798 0.103
H 4.6466 2.0737 3.4670 0.172
H 2.4374 2.9315 0.7538 0.148
H 2.7365 3.4543 2.3764 0.146
H 5.0746 6.6209 0.0595 0.145
F 3.4272 7.8298 -5.7562 0.091
C 3.1310 6.6036 -6.2379 -0.298
F 2.2524 6.7659 -7.2564 0.098
C 2.5028 5.7201 -5.1617 -0.444
F 1.3196 6.2324 -4.7605 0.134
F 2.2299 4.5179 -5.7419 0.108
C 3.3759 5.4320 -3.9314 -0.043
O 3.1438 6.2399 -2.7911 0.052
C 3.7714 7.4599 -2.7137 -0.522
F 4.6877 7.5855 -3.6891 0.148
F 4.4506 7.4698 -1.5357 0.118
C 2.7752 8.6176 -2.7040 -0.278
F 2.0269 8.6058 -3.8240 0.102
F 3.4447 9.7918 -2.6637 0.105
H 4.0393 6.1442 -6.6389 0.175
H 3.1112 4.4275 -3.6059 0.150
H 4.4347 5.3813 -4.1839 0.148
H 2.1145 8.5489 -1.8367 0.179
C -5.2885 -1.4356 -1.7572 -0.064
C -5.0616 -2.9427 -1.7629 -0.258
N -6.3073 -3.7279 -1.8858 -0.200
C -6.9986 -3.8874 -0.6017 -0.248
C -7.9157 -2.7079 -0.2224 -0.072
C -6.0820 -4.9989 -2.4497 -1.125
S -7.3049 -5.7351 -3.2130 0.698
S -4.4984 -5.8327 -2.4150 0.890
C -4.1221 -6.1969 -0.6746 -0.456
C -2.6131 -6.4612 -0.5362 -0.238
C -2.3246 -7.6007 0.4530 -0.168
N -3.0833 -7.5306 1.7126 0.082
C -2.9606 -6.3440 2.3636 -0.672
O -1.9397 -5.8706 2.5716 0.170
O -4.1184 -5.7690 2.7635 0.110
H -4.3575 -0.9877 -1.4149 0.075
H -5.4260 -1.0724 -2.7658 0.078
H -6.0598 -1.1026 -1.0791 0.051
H -4.5415 -3.2758 -0.8604 0.101
H -4.4759 -3.1606 -2.6420 0.091
H -6.2732 -4.0128 0.2124 0.100
H -7.6036 -4.7806 -0.5911 0.093
H -7.4010 -2.1144 0.5317 0.065
H -8.0797 -2.0441 -1.0588 0.071
H -8.8464 -3.0185 0.2315 0.069
H -4.3846 -5.4078 0.0156 0.052
H -4.6219 -7.1266 -0.4335 0.076
H -2.0718 -5.5690 -0.2382 0.109
H -2.1917 -6.7687 -1.4896 0.095
H -2.5507 -8.5340 -0.0474 0.122
H -1.2796 -7.6306 0.7283 0.119
H -4.0460 -7.8117 1.6078 0.128
H -4.2244 -4.9363 2.2959 0.110
```



Entry 3:
Entry from the Open Molecules 2025 dataset: C27H49NP2Pb as an isolated structure in a non-equilibrium geometry (ωB97M-V/def2-TZVPD).

Calculated values
- HOMO-LUMO gap (spin up / spin down): 6.452 / 5.015 eV
- Net charge: +2
- ΔE to the lowest compared entry with this formula, charge and spin: 0.0 kJ/mol
- E_tot: -54090.648 eV
- Highest occupied orbital energy (spin up / spin down): -13.611 / -13.552 eV

The geometry in XYZ format:
```
80
Properties=species:S:1:pos:R:3:lowdin_charge:R:1
P -0.0280 -1.4466 -6.1646 1.024
P 0.3026 1.7497 -6.0336 0.938
C -0.2606 -0.4699 -7.7318 -0.364
C 0.4086 0.9125 -7.6934 -0.389
H -1.3459 -0.3842 -7.8942 0.092
H 0.1522 -1.0822 -8.5461 0.101
H 1.4776 0.8443 -7.9447 0.088
H -0.0635 1.5928 -8.4159 0.094
C -1.3874 2.4528 -6.2054 -0.250
H -1.5837 3.1035 -5.3442 0.059
H -2.1436 1.6584 -6.2335 0.045
H -1.4362 3.0368 -7.1330 0.059
C 1.2834 3.2623 -6.2920 -0.249
H 0.8754 3.8363 -7.1350 0.061
H 2.3265 2.9859 -6.4900 0.053
H 1.2326 3.8600 -5.3730 0.052
C -1.0356 -2.9318 -6.4791 -0.223
H -0.9330 -3.6021 -5.6160 0.058
H -0.6943 -3.4414 -7.3913 0.073
H -2.0878 -2.6375 -6.5845 0.058
C 1.6501 -2.0996 -6.4998 -0.218
H 2.3925 -1.2926 -6.4546 0.059
H 1.6674 -2.5645 -7.4955 0.071
H 1.8903 -2.8526 -5.7384 0.063
Pb 0.9831 -0.2980 1.5401 1.285
C 0.1932 1.8677 -2.5660 -0.115
C -1.1161 1.5784 -2.6576 -0.105
C -1.7641 0.6958 -3.6730 -0.244
C -2.2071 -0.7070 -3.2260 -0.182
C -1.0842 -1.5989 -2.8227 -0.111
C 0.2476 -1.4013 -2.9032 -0.117
C 1.0337 -0.3397 -3.5921 -0.305
C 1.3679 0.9926 -2.8706 -0.190
C -0.1502 -2.0521 2.2336 -0.365
H 0.4732 2.7974 -2.0508 0.109
H -1.8162 2.1207 -2.0049 0.106
H -1.0806 0.5456 -4.5167 -0.007
H -2.6354 1.2265 -4.0929 0.118
H -2.9090 -0.5990 -2.3845 0.113
H -2.7992 -1.1617 -4.0450 0.120
H -1.4213 -2.5507 -2.3922 0.113
H 0.8699 -2.0993 -2.3263 0.108
H 0.5089 -0.0258 -4.5167 -0.077
H 1.9864 -0.7872 -3.9307 0.113
H 1.9608 0.7746 -1.9644 0.108
H 2.0534 1.5562 -3.5307 0.105
H 0.2950 -2.3242 3.2020 0.001
H 0.0506 -2.8483 1.4995 -0.002
H -1.2255 -1.8966 2.3412 -0.035
C 1.6254 2.5583 6.0595 -0.035
C 1.0873 2.8679 4.6924 -0.250
C 1.3931 4.0831 4.0705 0.021
C 0.8956 4.4042 2.8004 -0.244
C 1.2427 5.7129 2.1520 -0.036
C 0.0716 3.4925 2.1503 0.010
C -0.1963 2.2317 2.7260 -0.361
C 0.2836 1.9470 4.0236 -0.018
N -0.7428 1.2046 1.9392 -0.019
C -2.2030 1.0209 1.8715 -0.616
C -2.7094 0.4076 3.1790 -0.007
C -2.9170 2.3588 1.6774 -0.026
C -2.5164 0.1140 0.6882 -0.044
H 2.7177 2.6552 6.0867 0.095
H 1.2271 3.2439 6.8186 0.098
H 1.3668 1.5396 6.3612 0.080
H 2.0325 4.8026 4.5911 0.140
H 0.8184 6.5672 2.6944 0.097
H 2.3282 5.8648 2.1191 0.094
H 0.8630 5.7461 1.1270 0.078
H -0.3279 3.7048 1.1517 0.120
H 0.0377 0.9799 4.4789 0.120
H -2.2092 -0.5427 3.4029 0.072
H -2.5399 1.0989 4.0148 0.098
H -3.7899 0.2246 3.0943 0.113
H -2.5774 2.8586 0.7624 0.086
H -3.9947 2.1677 1.5916 0.105
H -2.7591 3.0283 2.5314 0.099
H -2.1349 0.5532 -0.2452 0.064
H -3.6085 0.0067 0.6008 0.109
H -2.0859 -0.8889 0.8012 0.061
```



Entry 4:
Entry from the Open Molecules 2025 dataset: a 7-piece molecular cluster, C19H41INO10S4 overall in a non-equilibrium geometry (ωB97M-V/def2-TZVPD).

Calculated values
- HOMO-LUMO gap: 6.739 eV
- Net charge: -1
- E_tot: -93764.382 eV
- Highest occupied orbital energy: -4.743 eV

The geometry in XYZ format:
```
76
Properties=species:S:1:pos:R:3:lowdin_charge:R:1
C 0.7286 -1.4514 0.4993 0.014
C 0.4186 -1.2414 -1.0097 -0.375
O -0.6984 -1.1114 -1.2727 0.162
N 1.6336 -1.2694 -1.9447 0.051
H 2.1476 -0.4194 -1.8867 -0.025
H 2.3636 -1.8994 -1.6907 -0.016
C 1.3346 -1.2874 -3.4087 0.028
H -0.0434 -1.7674 1.1153 0.040
H 0.9526 -0.4304 0.7953 0.057
H 1.6786 -2.1464 0.8593 0.141
H 2.3676 -1.4234 -3.8437 0.142
H 0.9826 -0.4164 -3.5897 0.023
H 0.6446 -1.9454 -3.4497 -0.001
I 3.1856 -4.5404 -2.0017 -0.643
O 2.8966 0.8396 -1.5197 -0.500
H 3.5476 1.6356 -1.7727 -0.023
C 2.8236 2.3816 2.2833 -0.206
C 2.4506 2.7976 3.6763 -0.263
C 1.1546 3.3616 3.5283 -0.313
S 0.3686 2.9616 2.0743 0.565
O -0.3204 4.0916 1.5633 -0.307
O -0.2634 1.7036 2.2053 -0.266
C 1.8566 2.9606 1.2493 -0.228
H 2.8026 1.2466 2.4713 0.129
H 3.8246 2.7106 2.2273 0.098
H 3.2546 3.5436 4.1263 0.182
H 2.1786 1.9116 4.0283 0.015
H 1.3776 4.3826 3.7033 0.108
H 0.4686 3.1266 4.3633 0.136
H 1.8676 4.2286 1.0773 0.202
H 1.8306 2.2816 0.3853 0.082
C -0.9324 2.1966 -3.0977 -0.224
C -2.4154 2.3106 -3.6227 -0.238
C -3.2324 2.4696 -2.3987 -0.286
S -2.4304 3.6466 -1.3517 0.614
O -2.7294 3.4176 0.0113 -0.292
O -2.8694 4.9066 -1.7547 -0.306
C -0.7634 3.1476 -2.0297 -0.197
H -0.1844 2.2486 -3.9757 0.155
H -1.0424 1.2126 -2.7457 0.074
H -2.6434 1.4676 -4.3487 0.126
H -2.5454 3.2796 -4.2077 0.126
H -3.1304 1.5076 -1.8137 0.122
H -4.3474 2.6156 -2.5207 0.135
H -0.4164 2.8296 -1.1977 -0.001
H -0.2084 4.1406 -2.3327 0.165
C -4.6444 -3.9924 -2.7927 -0.199
C -3.0954 -4.3644 -2.8987 -0.248
C -2.3884 -3.5144 -3.7687 -0.265
S -3.5494 -2.3314 -4.3967 0.616
O -3.3594 -2.2834 -5.8487 -0.343
O -3.4584 -1.1564 -3.6207 -0.302
C -4.9984 -3.2304 -4.0717 -0.245
H -4.8194 -3.3814 -1.9167 0.110
H -5.2654 -4.7674 -2.5627 0.071
H -3.1634 -5.5414 -3.0957 0.171
H -2.8904 -4.1804 -1.9207 0.073
H -2.1494 -4.1464 -4.6267 0.103
H -1.2554 -2.9784 -3.3407 0.205
H -4.8514 -3.8574 -4.9537 0.095
H -6.0604 -2.6654 -4.0307 0.174
C 3.7026 -0.7214 4.9423 -0.220
C 2.6796 -1.3994 3.9803 -0.300
C 1.3766 -0.9734 4.2363 -0.310
S 1.4206 -0.7854 5.9903 0.683
O 0.5136 -1.7614 6.5273 -0.325
O 1.1646 0.6616 6.3453 -0.368
C 3.1576 -1.0464 6.2533 -0.276
H 3.4856 0.4096 4.8483 0.131
H 4.7106 -0.8054 4.6223 0.111
H 2.7166 -2.6024 3.9983 0.183
H 3.0066 -0.9804 2.9993 0.117
H 0.4106 -1.6324 3.8263 0.190
H 1.1476 0.1296 3.9343 0.113
H 3.1306 -2.0444 6.7023 0.102
H 3.4036 -0.2674 7.1813 0.175
```



Entry 5:
Entry from the Open Molecules 2025 dataset: a 2-piece molecular cluster, C5H2N2O overall in a non-equilibrium geometry (ωB97M-V/def2-TZVPD).

Calculated values
- HOMO-LUMO gap: 8.511 eV
- Net charge: 0
- ΔE to the lowest compared entry with this formula, charge and spin: 547.0 kJ/mol
- E_tot: -10237.064 eV
- Highest occupied orbital energy: -10.820 eV

The geometry in XYZ format:
```
10
Properties=species:S:1:pos:R:3:nbo_charge:R:1
C 1.0953 0.4530 0.3759 -0.046
C 2.2403 -0.6089 -0.0433 0.230
C -0.2432 0.0117 0.1249 0.146
C -1.3958 -0.2408 -0.0503 -0.127
C -2.7076 -0.2842 -0.1405 0.208
H 1.7608 2.6964 0.5600 0.446
H 1.0352 0.7210 1.3764 0.241
N 3.1364 -1.4173 -0.1073 -0.279
N -3.9374 -0.3550 0.0389 -0.224
O 1.1096 1.6254 -0.3823 -0.596
```



Entry 6:
Entry from the Open Molecules 2025 dataset: the molecule C3H3BrN2O in a non-equilibrium geometry (ωB97M-V/def2-TZVPD).

Calculated values
- HOMO-LUMO gap: 7.714 eV
- Net charge: 0
- ΔE to the lowest compared entry with this formula, charge and spin: 515.8 kJ/mol
- E_tot: -78224.350 eV
- Highest occupied orbital energy: -8.009 eV

The geometry in XYZ format:
```
10
Properties=species:S:1:pos:R:3:nbo_charge:R:1
C -2.0051 -0.0860 -1.0703 0.339
C 0.3214 -0.5059 -0.5307 0.271
C -2.9049 -2.0497 -0.2306 0.101
N -0.8347 -0.0432 -0.6479 -0.443
N 1.0685 -0.3510 0.5474 -0.793
O -3.0665 -0.9115 -0.8798 -0.502
Br -4.4747 -2.9791 -0.2472 0.078
H -2.3228 0.8985 -1.6544 0.169
H 2.0559 -0.2872 0.5271 0.410
H 0.4842 0.0480 1.3335 0.370
```



Q: The lowest E_tot belongs to which entry?
A: C24H30F24N2O5S2



Q: What is the net charge in the fourth record?
A: -1



Q: Look up the net charge of the third one.
A: +2



Q: The highest net charge belongs to which entry?
A: C27H49NP2Pb